1.
A cluster of 2 separate species, F4NP in total at a distorted geometry. Source: OMol25; level of theory: wB97M-V/def2-TZVPD.

CARTESIAN COORDINATES (ANGSTROEM)
N: -0.30279 1.36775 -0.37127
F: 1.00504 -1.64300 0.15947
F: -1.22685 -1.32047 0.92882
F: 0.17719 1.27996 0.94439
F: 0.82712 1.55117 -1.20682
P: -0.47971 -1.23541 -0.45459

Results
- HOMO-LUMO gap (spin up / spin down): 0.284 / 0.345 hartree
- Total charge: 0
- Energy above the lowest of the compared OMol25 structures with the same formula, charge and spin: 3.629 eV
- Spin multiplicity: 1
- E_LUMO (spin up / spin down): -1.3 / -1.2 eV
- Strongest force on any atom: 0.045 Eh/bohr



2.
A cluster of 9 separate species, F6H16O8P in total at a distorted geometry. Source: OMol25; level of theory: wB97M-V/def2-TZVPD.

CARTESIAN COORDINATES (ANGSTROEM)
H: -4.28180 -2.15712 -2.09478
H: -3.28856 -1.20060 -1.46995
F: -1.63545 -1.37039 0.91558
O: -0.36202 2.66102 -2.24386
H: 0.45433 2.18503 2.72197
F: -1.63853 0.93566 0.76336
O: -0.37981 2.48855 2.36375
H: 2.24154 2.77427 1.53627
O: 2.24362 0.24167 -2.15378
F: 0.29345 -1.38992 -0.36525
H: 1.95915 -1.28003 1.39964
O: 2.85457 -1.50722 1.65035
H: 1.73703 0.26781 -1.34205
P: -0.66341 -0.24587 0.16821
F: 0.29421 -0.19741 1.52911
F: 0.26632 0.90305 -0.58573
O: -0.19102 -1.14048 -3.30213
H: -1.28999 2.44418 -2.33370
H: -1.33856 -2.57493 3.76326
H: -0.63393 1.80949 1.73883
O: -0.47602 -2.39905 3.38733
H: 2.74751 1.61208 0.70851
H: -0.65623 -2.14174 2.48315
O: 2.48042 1.84932 1.59655
O: -4.16899 -1.55861 -1.35635
H: -0.64291 -0.51989 -2.73039
H: -0.10964 2.29003 -1.39834
H: 2.10273 1.10046 -2.55236
H: 2.95680 -2.41846 1.37575
H: 0.73182 -1.06112 -3.06068
F: -1.60678 -0.39978 -1.11215

Results
- HOMO-LUMO gap (spin up / spin down): 0.398 / 0.083 hartree
- Total charge: 0
- Energy above the lowest of the compared OMol25 structures with the same formula, charge and spin: 0.386 eV
- Spin multiplicity: 2
- E_LUMO (spin up / spin down): -0.3 / -8.4 eV
- Strongest force on any atom: 0.057 Eh/bohr



3.
A cluster of 10 separate species, F6H18O9P in total at a distorted geometry. Source: OMol25; level of theory: wB97M-V/def2-TZVPD.

CARTESIAN COORDINATES (ANGSTROEM)
O: 8.88567 11.82054 5.31193
O: 2.84899 6.06336 2.77638
H: 3.75416 6.23228 2.48505
H: 2.63321 9.44118 1.21943
O: 1.51757 10.93742 3.82325
H: 5.38206 10.52573 8.45642
H: 2.29156 6.44614 2.09047
H: 6.28732 7.85262 8.08204
O: 7.10429 7.84680 8.59370
F: 5.01934 9.62965 3.21758
H: 1.77171 10.72404 4.72656
O: 4.58664 10.33632 8.96826
H: 6.97364 7.16555 9.26077
F: 6.11263 9.18067 6.25431
H: 7.03191 7.21075 5.38988
H: 7.84505 10.23730 2.64198
O: 3.12134 10.24624 1.41142
H: 3.83232 9.96485 2.03169
H: 3.42574 7.14154 5.70406
F: 7.04473 9.25843 4.16081
O: 7.85964 6.76509 5.62014
H: 9.55706 11.28595 5.74639
H: 4.44968 9.39175 8.85312
H: 2.76861 6.31131 4.60318
O: 3.05745 6.26966 5.53205
F: 5.21584 7.83644 4.58099
F: 4.06376 9.58985 5.38968
H: 2.34900 10.96131 3.33457
H: 8.20641 10.50597 1.18214
P: 5.53476 9.40409 4.76239
O: 8.50027 10.68143 2.08109
F: 5.82987 11.00250 4.89554
H: 8.04674 11.44764 5.61230
H: 8.42846 7.47370 5.93365

Results
- HOMO-LUMO gap: 0.389 hartree
- Total charge: -1
- Energy above the lowest of the compared OMol25 structures with the same formula, charge and spin: 0.392 eV
- Spin multiplicity: 1
- E_LUMO: 2.5 eV
- Strongest force on any atom: 0.029 Eh/bohr



4.
A structure of composition F6InN3O12S6 at a distorted geometry. Source: OMol25; level of theory: wB97M-V/def2-TZVPD.

CARTESIAN COORDINATES (ANGSTROEM)
O: 1.42119 -3.70233 1.23474
O: -0.03460 -5.06950 -0.24983
O: -1.60255 4.14930 2.68823
S: 3.12779 -0.28459 -2.47381
F: 1.19725 -3.26862 -1.03903
In: 0.14048 -0.03327 0.35500
F: 2.04826 -1.45782 -2.32298
O: 4.29493 -0.87937 -1.95265
F: 0.12785 3.87916 1.07198
S: -1.40251 3.68726 1.36267
S: 0.44753 -3.83264 0.21789
O: -2.71259 -4.13734 0.03776
N: -1.48279 2.12380 1.07891
F: 1.87274 2.70840 -0.42333
O: -3.87697 1.96769 0.01599
O: -3.68234 2.26564 2.40923
O: -1.99460 4.49056 0.33941
O: 4.14658 2.07414 -0.57400
N: -0.69451 -2.60922 0.29093
F: -2.78618 -2.17846 1.32530
S: 2.98702 2.00499 -1.38524
O: -1.60788 -3.97404 2.23649
F: -2.91669 0.28277 1.39138
O: 2.80534 2.75131 -2.57574
S: -3.11633 1.83946 1.19284
N: 2.21656 0.61679 -1.36113
S: -1.89141 -3.43271 0.95351
O: 2.96843 0.01864 -3.84452

Results
- HOMO-LUMO gap: 0.124 hartree
- Total charge: 0
- Energy above the lowest of the compared OMol25 structures with the same formula, charge and spin: 0.000 eV
- Spin multiplicity: 1
- E_LUMO: -8.4 eV
- Strongest force on any atom: 0.122 Eh/bohr



5.
A structure of composition F8MgN4O16S8 at a distorted geometry. Source: OMol25; level of theory: wB97M-V/def2-TZVPD.

CARTESIAN COORDINATES (ANGSTROEM)
O: 2.30464 -0.35434 3.45143
O: 2.03874 2.65427 2.31321
O: 0.25263 2.81710 -3.39492
O: 4.24929 -1.55019 -2.92510
F: 0.03076 3.25587 3.22144
F: 1.91380 -2.75926 0.29597
O: -0.86734 -1.15574 -0.25447
N: 0.00511 1.36487 -1.22209
O: 1.37164 2.03615 4.71633
O: -3.18830 -1.94233 -0.79829
F: 0.78938 3.37476 -0.01634
N: -2.71192 -0.17777 1.35375
S: -2.24800 -1.42618 0.17258
S: 2.76176 -1.65420 -2.96801
S: -4.22291 -0.55636 1.36214
N: 1.90651 -1.42805 -1.60402
S: -0.50878 1.81682 -2.62892
O: -1.97287 1.70507 -2.62957
N: 0.03114 1.03136 2.74085
O: -1.13169 4.00615 -1.09926
O: 2.15104 -2.31946 -4.12049
F: 0.26503 -1.32340 2.62757
O: -4.59716 -1.73378 2.11583
O: 3.77239 -3.39138 -0.93254
O: 1.60197 -0.20402 1.02914
S: 1.10712 2.06601 3.30753
S: -0.61475 2.79708 -0.47519
F: -4.62546 0.63261 2.36855
O: 1.48723 -4.10188 -1.71699
O: -1.25279 2.33595 0.73348
F: 2.51703 -0.11874 -3.39842
O: -5.04598 -0.17137 0.23756
Mg: 0.91502 -0.14873 -0.84882
S: 2.36321 -3.04629 -1.23485
S: 1.28504 -0.10402 2.44295
F: -2.09169 -2.67774 1.16064
F: -0.04095 0.45125 -3.38279

Results
- HOMO-LUMO gap: 0.264 hartree
- Total charge: -2
- Energy above the lowest of the compared OMol25 structures with the same formula, charge and spin: 7.249 eV
- Spin multiplicity: 1
- E_LUMO: 2.1 eV
- Strongest force on any atom: 0.199 Eh/bohr



6.
A cluster of 2 separate species, FH3N2 in total at a distorted geometry. Source: OMol25; level of theory: wB97M-V/def2-TZVPD.

CARTESIAN COORDINATES (ANGSTROEM)
F: 2.13177 -0.22274 -0.20647
H: -0.50043 0.92109 -0.25425
H: 0.61418 -2.56217 0.97046
N: 1.06671 0.02007 0.63147
H: 1.04568 1.47794 -0.56400
N: 0.43788 1.01615 0.09595

Results
- HOMO-LUMO gap (spin up / spin down): 0.360 / 0.390 hartree
- Total charge: 0
- Energy above the lowest of the compared OMol25 structures with the same formula, charge and spin: 3.703 eV
- Spin multiplicity: 1
- E_LUMO (spin up / spin down): 1.0 / 0.3 eV
- Strongest force on any atom: 0.046 Eh/bohr



7.
The molecule FH3NO2P at a distorted geometry. Source: OMol25; level of theory: wB97M-V/def2-TZVPD.

CARTESIAN COORDINATES (ANGSTROEM)
N: -1.29420 0.70090 -0.69827
F: -0.01366 0.24540 1.62212
O: 1.29055 0.62293 -0.58655
H: 0.91462 -1.82014 0.64738
H: 1.25350 1.61041 -0.71078
O: 0.14463 -1.61018 -0.03838
H: -2.16337 0.32736 -0.18663
P: -0.13206 -0.07669 -0.04887

Results
- HOMO-LUMO gap: 0.385 hartree
- Total charge: 0
- Energy above the lowest of the compared OMol25 structures with the same formula, charge and spin: 0.698 eV
- Spin multiplicity: 1
- E_LUMO: 0.2 eV
- Structure (SMILES): N=P(O)(O)F
- Strongest force on any atom: 0.103 Eh/bohr



8.
The molecule FH3NOPS at a distorted geometry. Source: OMol25; level of theory: wB97M-V/def2-TZVPD.

CARTESIAN COORDINATES (ANGSTROEM)
H: 1.37227 1.06502 0.76232
F: -0.77285 1.49755 -0.57166
H: -1.82135 -1.28686 0.45500
H: 1.23482 -0.35554 1.37812
S: 0.85740 -0.50363 -2.14678
O: -1.47005 -0.76002 -0.27576
P: -0.11946 0.01106 -0.54109
N: 0.71922 0.33241 0.93984

Results
- HOMO-LUMO gap: 0.354 hartree
- Total charge: 0
- Energy above the lowest of the compared OMol25 structures with the same formula, charge and spin: 0.479 eV
- Spin multiplicity: 1
- E_LUMO: 0.3 eV
- Structure (SMILES): N[P@@](O)(F)=S
- Strongest force on any atom: 0.058 Eh/bohr



Question: Which value of spin multiplicity does entry 7 give?
Answer: 1



Question: What is the spin multiplicity in the eighth record?
Answer: 1



Please write out number 4 again, unchanged.
A structure of composition F6InN3O12S6 at a distorted geometry. Source: OMol25; level of theory: wB97M-V/def2-TZVPD.

CARTESIAN COORDINATES (ANGSTROEM)
O: 1.42119 -3.70233 1.23474
O: -0.03460 -5.06950 -0.24983
O: -1.60255 4.14930 2.68823
S: 3.12779 -0.28459 -2.47381
F: 1.19725 -3.26862 -1.03903
In: 0.14048 -0.03327 0.35500
F: 2.04826 -1.45782 -2.32298
O: 4.29493 -0.87937 -1.95265
F: 0.12785 3.87916 1.07198
S: -1.40251 3.68726 1.36267
S: 0.44753 -3.83264 0.21789
O: -2.71259 -4.13734 0.03776
N: -1.48279 2.12380 1.07891
F: 1.87274 2.70840 -0.42333
O: -3.87697 1.96769 0.01599
O: -3.68234 2.26564 2.40923
O: -1.99460 4.49056 0.33941
O: 4.14658 2.07414 -0.57400
N: -0.69451 -2.60922 0.29093
F: -2.78618 -2.17846 1.32530
S: 2.98702 2.00499 -1.38524
O: -1.60788 -3.97404 2.23649
F: -2.91669 0.28277 1.39138
O: 2.80534 2.75131 -2.57574
S: -3.11633 1.83946 1.19284
N: 2.21656 0.61679 -1.36113
S: -1.89141 -3.43271 0.95351
O: 2.96843 0.01864 -3.84452

Results
- HOMO-LUMO gap: 0.124 hartree
- Total charge: 0
- Energy above the lowest of the compared OMol25 structures with the same formula, charge and spin: 0.000 eV
- Spin multiplicity: 1
- E_LUMO: -8.4 eV
- Strongest force on any atom: 0.122 Eh/bohr